Entry 1:
ORCA calculation (ωB97M-V/def2-TZVPD) on a cluster of 2 separate species, C38H40F3N3P in total.

Last column: Löwdin charge in e.
CARTESIAN COORDINATES (ANGSTROEM)
C 1.377 -5.753 -3.172  -0.07
N 0.272 -5.193 -2.434  -0.20
C -0.990 -5.867 -2.675  -0.05
C 0.400 -4.055 -1.690  -0.22
C -0.654 -3.611 -0.843  -0.02
C -0.547 -2.421 -0.150  -0.12
C 0.555 -1.563 -0.344  -0.38
P 0.438 0.109 0.420  1.14
C 1.742 1.003 -0.528  -0.38
C 1.614 1.459 -1.853  -0.07
C 2.716 1.935 -2.552  -0.01
C 3.972 2.075 -1.908  -0.22
N 5.069 2.456 -2.626  -0.20
C 6.317 2.897 -2.036  -0.05
C 4.992 2.649 -4.056  -0.07
C 4.059 1.759 -0.524  -0.02
C 2.966 1.221 0.139  -0.12
C -1.057 0.709 -0.475  -0.38
C -1.859 1.662 0.187  -0.10
C -2.883 2.323 -0.472  -0.02
C -3.133 2.063 -1.851  -0.22
N -3.989 2.832 -2.584  -0.20
C -4.153 2.616 -4.004  -0.07
C -4.937 3.771 -2.014  -0.05
C -2.411 1.013 -2.476  -0.02
C -1.414 0.334 -1.787  -0.10
C 1.662 -2.056 -1.065  -0.07
C 1.585 -3.271 -1.736  -0.02
H 2.316 -5.647 -2.618  0.09
H 1.177 -6.818 -3.326  0.09
H 1.503 -5.287 -4.158  0.10
H -1.783 -5.497 -2.027  0.07
H -1.306 -5.740 -3.722  0.10
H -0.850 -6.942 -2.497  0.09
H -1.556 -4.206 -0.720  0.09
H -1.343 -2.128 0.537  0.10
H 0.660 1.442 -2.369  0.09
H 2.616 2.193 -3.606  0.10
H 6.434 2.531 -1.016  0.07
H 7.138 2.513 -2.656  0.09
H 6.389 3.998 -2.029  0.10
H 4.439 1.829 -4.531  0.09
H 4.499 3.593 -4.325  0.10
H 6.012 2.663 -4.453  0.09
H 4.994 1.896 0.013  0.09
H 3.052 0.948 1.189  0.09
H -1.649 1.892 1.230  0.08
H -3.464 3.075 0.060  0.09
H -3.179 2.493 -4.495  0.09
H -4.760 1.726 -4.222  0.10
H -4.653 3.493 -4.428  0.09
H -4.630 4.103 -1.021  0.07
H -4.996 4.640 -2.685  0.09
H -5.947 3.330 -1.948  0.10
H -2.618 0.759 -3.517  0.10
H -0.898 -0.473 -2.306  0.12
H 2.585 -1.477 -1.129  0.11
H 2.433 -3.619 -2.328  0.10
F -5.089 2.703 4.697  0.13
C -3.929 3.353 5.031  -0.51
F -3.918 4.525 4.335  0.13
F -4.014 3.687 6.360  0.13
C -2.722 2.506 4.750  -0.09
C -1.621 3.034 4.082  0.01
C -0.581 2.195 3.729  0.00
C -0.598 0.803 4.048  -0.19
C 0.442 -0.028 3.529  0.04
C 0.530 -1.449 3.695  -0.22
C 1.805 -2.084 3.779  0.00
C 1.912 -3.459 3.918  -0.05
C 0.759 -4.257 3.987  -0.03
C -0.505 -3.659 3.880  -0.05
C -0.622 -2.283 3.719  -0.03
C -1.664 0.355 4.886  0.02
C -2.734 1.182 5.183  0.02
H -1.592 4.093 3.837  0.13
H 0.269 2.601 3.176  0.13
H 1.348 0.488 3.195  0.10
H 2.699 -1.457 3.735  0.12
H 2.899 -3.923 3.986  0.12
H 0.847 -5.336 4.115  0.12
H -1.405 -4.277 3.931  0.12
H -1.610 -1.837 3.584  0.12
H -1.653 -0.657 5.291  0.12
H -3.578 0.804 5.755  0.14

## Properties
ΔE to the lowest compared entry with this formula, charge and spin: 0.0 kcal/mol
total charge: +1

=====

Entry 2:
ORCA calculation (ωB97M-V/def2-TZVPD) on a cluster of 2 separate species, C38H40N2O6S2 in total.

Last column: Löwdin charge in e.
CARTESIAN COORDINATES (ANGSTROEM)
C -2.879 4.305 3.878  0.01
N -2.292 3.596 2.770  -0.01
C -2.018 4.212 1.578  -0.39
O -2.298 5.368 1.273  0.08
C -1.308 3.201 0.691  -0.15
C 0.090 3.663 0.268  -0.07
C 0.949 3.936 1.478  -0.23
C 0.849 5.169 2.131  -0.04
C 1.606 5.426 3.271  -0.07
C 2.466 4.443 3.774  -0.09
C 2.590 3.219 3.107  -0.08
C 1.846 2.972 1.952  -0.05
N -1.297 2.007 1.523  0.06
C -0.787 0.845 1.088  0.02
C -0.679 -0.298 1.876  -0.05
C -0.215 -1.505 1.365  0.07
C -0.060 -2.703 2.132  -0.20
C 0.400 -3.879 1.479  0.02
C 0.555 -5.069 2.174  -0.05
C 0.257 -5.127 3.548  -0.05
C -0.196 -3.979 4.217  -0.07
C -0.350 -2.778 3.526  -0.01
C -1.846 2.223 2.877  -0.34
C -0.792 2.083 4.009  -0.09
C -1.568 1.588 5.227  -0.16
C -2.971 1.132 4.757  -0.17
C -3.049 1.307 3.244  -0.08
H -3.139 5.313 3.543  0.10
H -3.780 3.788 4.229  0.09
H -2.179 4.375 4.723  0.10
H -1.934 3.027 -0.204  0.18
H 0.542 2.898 -0.380  0.11
H -0.056 4.587 -0.313  0.14
H 0.169 5.926 1.728  0.12
H 1.517 6.397 3.762  0.11
H 3.052 4.641 4.673  0.10
H 3.268 2.448 3.480  0.11
H 1.950 2.028 1.407  0.12
H -0.464 0.818 0.044  0.16
H -0.972 -0.246 2.924  0.09
H 0.031 -1.557 0.302  0.12
H 0.623 -3.810 0.412  0.12
H 0.908 -5.958 1.649  0.12
H 0.374 -6.063 4.096  0.11
H -0.433 -4.017 5.283  0.11
H -0.698 -1.888 4.058  0.10
H -0.011 1.379 3.700  0.11
H -0.305 3.055 4.171  0.12
H -1.037 0.757 5.710  0.11
H -1.661 2.392 5.969  0.11
H -3.150 0.088 5.043  0.11
H -3.741 1.739 5.253  0.11
H -3.979 1.789 2.920  0.13
H -2.957 0.353 2.718  0.11
C 4.135 -1.800 -3.824  -0.01
O 2.948 -2.145 -4.703  -0.22
C 1.713 -2.134 -4.234  -0.55
S 0.416 -1.529 -5.308  0.67
C 0.526 0.233 -5.011  -0.27
C -0.157 0.768 -3.919  -0.07
C 0.120 2.080 -3.531  -0.10
C 1.066 2.839 -4.232  -0.10
C 1.720 2.287 -5.337  -0.08
C 1.442 0.983 -5.746  -0.06
O 0.780 -1.782 -6.686  -0.31
O -0.855 -1.973 -4.771  -0.33
S 1.212 -3.249 -2.942  0.66
C 0.376 -4.555 -3.854  -0.29
C -0.987 -4.771 -3.661  -0.08
C -1.639 -5.750 -4.411  -0.09
C -0.933 -6.512 -5.347  -0.09
C 0.433 -6.277 -5.539  -0.08
C 1.096 -5.303 -4.789  -0.05
O 2.407 -3.829 -2.357  -0.34
O 0.222 -2.608 -2.098  -0.37
H 4.976 -1.868 -4.510  0.08
H 3.994 -0.780 -3.460  0.08
H 4.190 -2.535 -3.023  0.06
H -0.880 0.150 -3.389  0.11
H -0.412 2.500 -2.677  0.08
H 1.290 3.860 -3.917  0.09
H 2.459 2.862 -5.892  0.10
H 1.924 0.537 -6.613  0.12
H -1.529 -4.167 -2.938  0.10
H -2.708 -5.902 -4.258  0.10
H -1.442 -7.286 -5.925  0.10
H 0.998 -6.853 -6.273  0.10
H 2.158 -5.106 -4.937  0.12

## Properties
ΔE to the lowest compared entry with this formula, charge and spin: 0.0 kcal/mol
total charge: 0

=====

Entry 3:
ORCA calculation (ωB97M-V/def2-TZVPD) on a cluster of 2 separate species, C38H41BN2O5 in total.

Last column: Löwdin charge in e.
CARTESIAN COORDINATES (ANGSTROEM)
C -7.813 2.882 1.545  -0.04
C -7.095 1.687 1.137  -0.35
C -7.490 0.378 0.894  -0.05
C -6.302 -0.394 0.802  -0.05
C -5.215 0.474 0.980  -0.06
B -3.818 0.419 1.859  -0.94
O -4.277 0.841 3.220  0.03
C -3.188 0.777 4.166  -0.15
C -1.962 0.290 3.354  -0.40
C -0.570 0.113 3.937  -0.03
C -1.846 1.432 2.286  -0.15
O -2.827 1.336 1.275  0.03
C -2.504 -1.097 2.896  -0.15
O -3.420 -0.990 1.824  0.00
O -5.737 1.741 1.172  0.04
H -8.893 2.739 1.446  0.08
H -7.603 3.118 2.601  0.09
H -7.545 3.740 0.919  0.08
H -8.513 0.026 0.844  0.09
H -6.210 -1.464 0.638  0.10
H -2.973 1.760 4.628  0.12
H -3.433 0.086 4.997  0.13
H 0.120 -0.162 3.109  0.08
H -0.205 1.052 4.380  0.09
H -0.531 -0.705 4.674  0.09
H -1.947 2.419 2.777  0.14
H -0.855 1.415 1.806  0.07
H -1.658 -1.743 2.625  0.06
H -3.078 -1.591 3.705  0.15
C 4.272 0.972 -3.181  0.00
N 3.221 1.354 -2.267  -0.05
C 3.096 2.602 -1.715  -0.40
O 3.912 3.511 -1.812  0.08
C 1.767 2.613 -0.944  -0.14
C 0.741 3.518 -1.662  -0.06
C 0.400 2.987 -3.037  -0.23
C 1.004 3.518 -4.183  -0.04
C 0.707 2.992 -5.443  -0.07
C -0.156 1.892 -5.553  -0.09
C -0.759 1.364 -4.407  -0.08
C -0.544 1.964 -3.165  -0.04
N 1.405 1.190 -0.933  0.03
C 0.372 0.641 -0.256  0.01
C -0.162 -0.599 -0.582  -0.03
C -1.133 -1.327 0.136  0.14
C -0.917 -2.787 0.199  -0.15
C -0.854 -3.551 1.396  -0.01
C -0.563 -4.916 1.395  -0.06
C 0.039 -5.487 0.266  -0.07
C 0.101 -4.733 -0.921  -0.08
C -0.462 -3.456 -0.980  -0.04
C 2.318 0.355 -1.732  -0.24
C 3.035 -0.676 -0.905  -0.01
C 4.181 -0.354 -0.269  -0.04
C 5.171 -1.257 0.290  -0.22
C 6.147 -0.752 1.181  -0.03
C 7.172 -1.572 1.655  -0.08
C 7.249 -2.908 1.239  -0.08
C 6.278 -3.428 0.368  -0.08
C 5.236 -2.621 -0.093  -0.03
H 4.818 1.854 -3.517  0.10
H 4.973 0.278 -2.708  0.09
H 3.820 0.480 -4.046  0.10
H 1.968 2.961 0.085  0.17
H -0.159 3.620 -1.035  0.13
H 1.203 4.508 -1.779  0.13
H 1.718 4.341 -4.076  0.12
H 1.152 3.436 -6.336  0.11
H -0.370 1.457 -6.533  0.10
H -1.416 0.494 -4.466  0.11
H -1.094 1.632 -2.283  0.11
H 0.003 1.219 0.589  0.11
H 0.199 -1.041 -1.512  0.10
H -1.982 -0.813 0.536  0.11
H -0.966 -3.077 2.379  0.10
H -0.761 -5.512 2.298  0.12
H 0.402 -6.518 0.297  0.11
H 0.575 -5.145 -1.816  0.11
H -0.508 -2.919 -1.935  0.11
H 1.787 -0.097 -2.587  0.16
H 2.480 -1.605 -0.711  0.12
H 4.397 0.711 -0.123  0.13
H 6.089 0.299 1.477  0.12
H 7.910 -1.168 2.352  0.11
H 8.055 -3.544 1.604  0.10
H 6.336 -4.470 0.052  0.10
H 4.482 -3.006 -0.787  0.11

## Properties
ΔE to the lowest compared entry with this formula, charge and spin: 40.1 kcal/mol
total charge: 0

=====

Number 1: highest occupied orbital energy -0.33861 hartree. Number 2: highest occupied orbital energy -0.19181 hartree. Number 3: highest occupied orbital energy -0.22572 hartree.